90
Properties=species:S:1:pos:R:3 method="wB97M-V/def2-TZVPD" multiplicity=3 e_tot_ha=-4838.1747 homo_ev="-18.54 / -18.54" total_charge=+4 relative_energy_kj_mol=0.0 e_lumo_ev="-13.298 / -14.027"
P 2.7942 -0.7342 0.0715
C 3.6724 -0.7345 1.7199
H 4.7670 -1.0632 1.6874
H 3.1383 -1.3753 2.4773
H 3.6087 0.3003 2.1033
C 3.0806 -2.4010 -0.6700
H 2.6218 -2.4355 -1.6687
H 2.5442 -3.1478 -0.0726
H 4.1365 -2.6843 -0.7956
C 3.9172 0.4955 -0.8033
H 4.7968 -0.0029 -1.2640
H 4.2430 1.2748 -0.0628
H 3.3377 1.0359 -1.5892
P -0.7328 2.5256 -0.4464
C -1.0310 3.4415 1.1394
H -1.1808 4.5227 0.8769
H -0.1720 3.3419 1.8552
H -1.9424 3.0084 1.6114
C 0.4533 3.6503 -1.3282
H 0.7381 3.2524 -2.3138
H 1.3859 3.7572 -0.7458
H -0.0268 4.6331 -1.4645
C -2.3886 2.7717 -1.2606
H -2.4258 3.7947 -1.6483
H -3.1844 2.5922 -0.5322
H -2.5621 2.0647 -2.0796
P -1.8380 -2.2721 -0.0230
C -2.4532 -2.8652 1.6640
H -3.2108 -3.7155 1.6303
H -2.9357 -2.0455 2.2463
H -1.5627 -3.1682 2.3028
C -3.4833 -1.9112 -0.8691
H -4.2691 -2.6590 -0.6727
H -3.4268 -1.7896 -1.9835
H -3.8666 -0.9364 -0.4860
C -1.0176 -3.8137 -0.6590
H -1.7239 -4.5459 -1.0653
H -0.4221 -4.2594 0.1408
H -0.2920 -3.5787 -1.4421
W -0.0211 -0.1014 -0.2206
C 1.1711 1.0498 0.8439
O 1.8580 1.9475 1.2604
C -1.7225 0.2747 0.7941
O -2.7195 0.7129 1.2876
C -1.3142 -0.0407 -2.3363
C -0.8723 -1.3896 -2.4071
C 0.4802 -1.6848 -2.3758
C 1.4328 -0.6492 -2.4574
C 1.0014 0.6864 -2.4904
C -0.3538 0.9721 -2.5634
H -2.3879 0.2271 -2.0707
H -1.5991 -2.2059 -2.4773
H 0.7844 -2.7160 -2.2365
H 2.4875 -0.8875 -2.5301
H 1.7434 1.4931 -2.4451
H -0.6886 1.9716 -2.7979
C 1.1312 2.9052 5.6592
C 2.1246 2.0438 5.2090
C 1.8409 0.9800 4.3222
C 0.5240 0.7640 3.9002
C -0.4714 1.6320 4.3426
C -0.1911 2.6565 5.2724
As -0.0398 -0.6713 2.6923
C 1.2257 -2.0013 3.3455
C 1.2863 -3.1545 2.5871
C 2.2948 -4.0951 2.9098
C 3.0954 -3.9522 4.0876
C 2.7877 -2.8751 4.9475
C 1.8645 -1.9129 4.6142
C -1.2325 -1.3519 4.1611
C -1.0296 -2.5066 4.9405
C -1.9412 -2.9243 5.9393
C -3.1120 -2.1620 6.1723
C -3.2958 -1.0251 5.4241
C -2.4065 -0.6351 4.4188
H 1.3656 3.7370 6.3330
H 3.1682 2.1809 5.5490
H 2.6507 0.3210 4.0025
H -1.4789 1.5412 3.9652
H -0.9966 3.2469 5.6672
H 0.6071 -3.3446 1.7666
H 2.4821 -4.9568 2.2636
H 3.8977 -4.6705 4.2947
H 3.3217 -2.8240 5.8937
H 1.6113 -1.1296 5.3173
H -0.1330 -3.1805 4.8004
H -1.7309 -3.8271 6.4986
H -3.8083 -2.5091 6.9436
H -4.1807 -0.4155 5.6076
H -2.6248 0.2229 3.7973